{
  "formula": "C28H80N5O12",
  "method": "wB97M-V/def2-TZVPD",
  "symbols": ["H", "C", "H", "H", "H", "H", "O", "O", "H", "N", "H", "H", "H", "O", "O", "O", "H", "H", "N", "O", "C", "H", "C", "H", "O", "H", "H", "C", "H", "C", "H", "H", "H", "H", "H", "N", "H", "O", "H", "H", "C", "O", "C", "H", "C", "H", "H", "H", "H", "C", "H", "C", "C", "H", "H", "C", "H", "H", "H", "H", "H", "H", "H", "H", "H", "C", "H", "C", "C", "H", "H", "H", "O", "H", "C", "O", "C", "C", "H", "H", "H", "H", "H", "C", "C", "H", "C", "H", "H", "H", "H", "H", "H", "H", "O", "H", "H", "N", "H", "H", "H", "C", "H", "C", "H", "H", "H", "H", "H", "C", "H", "C", "H", "H", "H", "H", "H", "N", "H", "C", "H", "H", "C", "H", "C"],
  "positions_angstrom": [[4.73500, 41.42600, 26.74400], [8.03700, 36.69000, 32.60400], [4.32800, 34.41300, 29.33500], [-3.17400, 39.06600, 38.02300], [5.02100, 39.61500, 36.39600], [-2.13400, 34.02800, 33.97300], [5.85800, 37.90300, 35.26900], [0.88000, 38.98400, 35.15400], [1.80800, 37.75400, 30.06500], [-2.62500, 38.45400, 36.00700], [4.29600, 35.81800, 34.25600], [3.32900, 37.26300, 34.15900], [6.40300, 40.64800, 26.54900], [-0.34600, 33.96000, 35.11100], [4.21400, 34.12000, 36.00600], [3.00400, 33.60600, 32.08500], [-1.75200, 32.45000, 34.49500], [3.11500, 37.27100, 36.94400], [7.03200, 35.29300, 38.08600], [5.63000, 40.19300, 28.36100], [2.03900, 39.61900, 39.17600], [7.36600, 37.31600, 37.80300], [1.45100, 39.68600, 34.12500], [6.39300, 37.73300, 32.54000], [7.98000, 36.78600, 34.08900], [8.61400, 36.02100, 40.01200], [-1.03000, 39.94600, 34.77700], [-7.07300, 39.00500, 38.06600], [8.60900, 36.18300, 35.93900], [5.83000, 35.38800, 37.28000], [2.46200, 39.91700, 40.06100], [-0.97900, 38.94100, 36.97500], [6.28900, 33.82100, 36.11600], [4.01000, 36.51600, 32.74700], [-1.10200, 35.53300, 34.99600], [7.05000, 37.75400, 30.68600], [1.48100, 38.81800, 39.58000], [9.22300, 37.89800, 39.42400], [-0.57800, 33.26300, 33.32100], [-2.78400, 37.66500, 35.42400], [-3.43000, 38.26400, 37.25400], [2.82600, 39.38700, 38.09300], [-1.20500, 38.27000, 36.24200], [-7.45400, 39.74400, 37.46600], [-4.86000, 38.49400, 36.88000], [6.93500, 34.64400, 38.94200], [5.57500, 33.34100, 37.51200], [-5.23300, 37.88700, 36.23600], [5.72700, 35.42100, 28.91800], [2.15100, 38.97500, 36.91200], [2.50700, 39.56700, 34.29200], [-0.56600, 38.84200, 35.00200], [7.29400, 37.83700, 32.13300], [5.35800, 38.19800, 28.76100], [7.92900, 38.85500, 32.33100], [2.08200, 37.43300, 36.92400], [5.59800, 33.81900, 29.77900], [6.65700, 39.46300, 36.23800], [2.89700, 35.91000, 33.66500], [1.31600, 40.48400, 38.95900], [10.28900, 37.63800, 41.05100], [1.86800, 35.14700, 35.61700], [2.74500, 39.54300, 36.05100], [3.74800, 33.07900, 31.68800], [4.00100, 32.16100, 36.23900], [5.30900, 34.76300, 29.67100], [7.00100, 39.86100, 30.46600], [-1.28200, 33.37000, 34.19000], [8.69900, 35.83400, 34.87000], [6.85600, 38.55200, 28.17900], [0.04800, 35.46200, 33.88700], [1.76700, 37.06300, 37.96900], [1.81500, 37.69900, 31.89200], [9.01900, 36.62600, 32.22000], [5.44400, 34.04500, 36.83000], [5.24700, 35.61600, 30.79100], [5.85900, 39.28100, 35.61700], [1.76600, 33.59100, 31.46500], [8.10900, 37.82000, 30.19500], [5.88600, 40.03700, 34.75900], [7.75300, 35.71300, 32.30700], [6.84400, 36.72400, 39.33500], [5.49400, 39.20600, 30.82700], [10.56900, 38.00500, 40.07200], [8.81800, 36.56500, 39.15100], [1.19700, 39.29900, 33.15500], [5.97100, 38.89700, 28.84100], [4.99400, 35.79300, 37.97600], [-1.05600, 37.19700, 36.44300], [0.94000, 33.10900, 31.96600], [8.04900, 34.90100, 34.70000], [1.28700, 40.82300, 34.35900], [-0.73900, 38.26800, 34.01000], [11.15500, 37.21500, 39.63100], [-5.57000, 38.73700, 38.15800], [-3.05000, 37.25500, 37.60700], [0.83100, 38.11500, 31.73700], [1.31000, 37.06400, 35.72000], [10.93100, 38.99100, 40.02600], [9.70700, 36.02100, 38.55700], [2.94900, 32.97400, 34.82500], [2.56600, 38.06200, 30.83100], [1.16200, 39.50200, 37.18300], [5.29600, 40.50800, 27.04900], [0.53100, 37.58700, 35.79700], [5.89800, 36.30700, 30.79900], [3.49000, 37.46200, 30.69100], [0.70800, 35.34700, 36.75900], [4.63100, 32.81300, 34.47300], [1.04100, 35.67600, 35.84600], [1.80100, 33.11200, 30.58800], [6.35400, 38.99600, 30.31700], [2.80100, 39.11200, 30.92700], [-4.95900, 39.25800, 36.25400], [5.69600, 35.98100, 36.46900], [1.54000, 34.56200, 31.05100], [4.59700, 39.72800, 26.60600], [3.68600, 36.28100, 33.73700], [9.80600, 35.64100, 34.77200], [-0.15800, 35.32300, 34.83900], [-7.20900, 39.35800, 39.10200], [-7.42600, 37.96600, 37.89700], [3.99100, 32.95200, 35.36800], [6.77600, 37.43700, 35.05800], [7.48900, 36.59700, 38.49700]],
  "atomic_forces_ev_per_a": [[0.5536, -0.1350, 1.7331], [1.3345, -1.1555, 2.8996], [-0.9220, 1.3292, -0.0454], [-0.0365, -1.0938, -1.0210], [0.9605, -1.2606, -2.0539], [0.2782, 0.3057, -0.1396], [0.5534, -1.0481, -0.6546], [-3.8985, 3.3188, -2.4531], [1.7971, 1.1026, -1.1664], [-0.3759, 0.5982, 0.6002], [3.5812, -2.5278, 3.2293], [1.4777, -2.4444, -0.4512], [-2.8891, -0.7094, 0.1516], [-0.5360, -2.8439, 0.3856], [1.7124, 2.2840, 2.2251], [2.0470, -0.2690, 1.2439], [0.5851, -0.4864, 0.5392], [1.7608, -1.4344, -0.7341], [1.0660, -1.6275, -0.9254], [-1.4336, 0.9748, 2.3822], [-2.9420, 1.9131, -1.0527], [-0.3810, 2.2811, -2.5597], [0.1734, 2.8022, 1.2907], [-3.8303, 0.7495, 2.2380], [1.4827, 0.6139, -1.5290], [0.4607, -1.2062, 2.1339], [0.9667, -2.6372, 0.7784], [3.3746, -3.3930, 3.0908], [-0.2262, -0.5101, -1.0513], [-2.7956, -1.1988, 5.4209], [2.4958, 1.0824, 1.6379], [1.1601, 1.1907, 2.6355], [-0.7016, -0.2606, 0.1821], [-0.1175, -0.8506, 1.5052], [-4.5409, 3.6311, 1.3215], [3.2990, 0.7429, -0.9916], [-1.1272, -1.6263, -0.3692], [0.8885, 0.5097, -0.2268], [-1.6379, -0.4389, -0.0416], [-1.1880, -0.5938, -0.7822], [1.9950, 0.1319, -0.2735], [2.9384, -0.4970, 0.2837], [-1.8071, -0.5339, -2.0597], [-0.2579, 1.6373, -2.1904], [1.2905, 1.3595, 7.1624], [-0.1785, 1.4744, -2.0714], [-0.8689, -3.4868, 3.3063], [-2.8836, -5.7939, -3.0466], [0.4762, -1.0132, -0.8430], [-0.7174, 2.8831, 2.3819], [0.7730, -0.1197, -0.4915], [0.5417, 2.7156, -2.9384], [4.0999, 2.6520, -2.7158], [-6.3864, -5.7520, -1.1165], [-1.9219, -2.2552, 0.2504], [-0.9350, 2.6610, 0.1459], [3.3078, -3.5851, 1.1081], [2.4441, 0.6419, 1.1079], [-8.6883, -5.1383, -0.9590], [0.4715, -1.0696, 0.1230], [0.8369, 0.4665, 0.8141], [2.6513, -2.1345, -1.0171], [-1.2949, -1.7407, 2.0190], [-1.7734, 0.6657, 0.2304], [0.0297, 0.5166, -2.4449], [-2.2901, 4.2490, -1.1246], [0.1069, 0.1498, -0.0200], [1.8177, 1.0144, -0.9375], [-1.2371, -1.4198, 1.0031], [-0.7380, 0.3186, 1.1697], [1.5077, 0.9231, -4.8778], [-0.3750, 0.4435, -1.6061], [-4.7607, -0.0755, 3.4662], [1.8141, 0.7788, 0.1229], [0.7182, 2.5800, -5.9693], [-1.9165, -1.4965, 1.7996], [-2.0469, 1.0604, 0.1897], [-0.1671, 1.1219, 0.3229], [-3.8075, -0.3492, 1.4104], [-0.1767, -1.2597, 0.8343], [-1.6570, -0.9983, -0.2318], [-0.8624, 1.8218, 0.7036], [-2.3012, -0.0736, 1.8725], [-3.5447, -2.7706, -0.2264], [3.3984, 0.5684, -2.2666], [-0.2939, 0.4952, -0.3017], [7.3654, 5.9724, -1.3353], [0.6447, -0.4246, -0.8178], [0.5926, 0.5498, 0.3978], [0.0301, 0.2375, 0.9239], [1.6071, 0.6248, 0.7666], [-0.0180, -1.6297, -1.2814], [-0.0310, 0.4396, 1.5261], [0.8521, 0.1997, -0.3791], [-1.1059, 0.5227, -2.2881], [-1.4122, 0.8583, 0.4442], [3.7617, -1.7746, 0.7336], [5.2426, -5.0039, 2.5715], [0.3445, 1.0201, -0.1610], [-2.0001, 0.8639, 0.9037], [1.5252, -0.0231, 1.5009], [-0.3563, -0.3858, -2.9834], [1.0712, -0.9463, -1.4553], [2.0591, -1.2858, -2.7915], [-2.0420, -0.0292, 0.3668], [1.2795, 0.6246, -0.8896], [-0.5477, 0.1259, 0.3856], [-0.8326, -0.6639, 2.6542], [0.4951, -0.5078, 0.8191], [-4.6155, 1.5832, -3.1878], [0.3999, -2.5346, -3.4489], [2.7297, 0.0724, -3.0059], [0.2575, 0.5232, -0.7908], [0.3413, 4.6666, -1.8714], [1.2112, 2.3977, -2.3018], [-0.4895, 0.9188, 0.7988], [1.3832, 0.3674, 0.0853], [3.4913, 10.6906, -3.2206], [-1.1324, 0.4975, -0.9022], [4.3415, -3.1748, 4.6366], [-0.5017, -0.5326, -0.3948], [-0.6932, 1.0417, 0.0498], [-2.5841, -2.7628, -0.6060], [-2.1119, 2.0858, 0.2399], [-0.3126, -2.6511, 2.8336]],
  "charge": 1,
  "spin_multiplicity": 1,
  "gap_ev": 8.7,
  "e_homo_ev": -10.6,
  "relative_energy_kj_mol": 0.00,
  "lumo_ev": -1.9
}


{
  "formula": "H33O16",
  "method": "wB97M-V/def2-TZVPD",
  "symbols": ["H", "H", "H", "H", "O", "O", "H", "H", "H", "H", "H", "O", "H", "H", "O", "H", "O", "H", "H", "O", "O", "O", "O", "H", "H", "H", "H", "O", "H", "H", "O", "H", "H", "H", "O", "H", "H", "H", "H", "H", "O", "O", "O", "H", "H", "H", "H", "H", "O"],
  "positions_angstrom": [[-2.70675, -0.80104, -0.43164], [-0.65989, -2.92201, 1.58820], [3.39993, -0.52806, -2.73521], [3.72967, 2.69845, -3.79516], [-1.35292, -2.72551, 0.94350], [2.20509, -0.08813, 0.12986], [1.25323, 0.11483, 2.42183], [0.50850, -1.73968, -1.43260], [-2.68247, -3.12673, 1.95941], [-0.07129, -0.40097, -0.95305], [-1.61913, 1.00895, 3.45898], [-0.82387, 0.02397, 4.53919], [-2.60393, -2.61204, 3.38656], [1.55688, 1.53188, -4.56757], [3.83593, -0.04863, -2.01801], [-0.97920, 1.74681, -1.71436], [3.11436, 2.19594, -3.23971], [-1.00836, 0.11090, 5.47612], [-1.19809, -3.24370, 0.13185], [2.01829, -0.99334, -3.66875], [-2.16776, 1.57314, 2.83763], [-2.60002, 0.14773, -0.28025], [0.97040, 2.42185, -0.28838], [-4.76847, -0.65661, 1.95295], [-1.21785, 0.44572, 0.48857], [-2.96618, 1.03569, 2.67036], [0.14601, -0.10796, 4.46594], [-0.56102, 0.83154, 1.21392], [3.14544, -0.02066, -1.33189], [2.25696, -1.38192, -4.51952], [-3.26378, -2.84598, 2.72252], [1.71598, -0.73896, -0.41362], [2.99706, -0.50389, 0.49528], [3.68793, 1.53500, -2.76702], [1.33242, -0.52704, 3.14989], [-0.01065, 1.17069, -2.79071], [0.11552, 1.07879, -5.24327], [-3.44563, -1.40065, 2.06559], [2.28822, -0.73680, 3.15933], [-1.43313, 1.32787, 1.86444], [0.70609, 1.07133, -4.49502], [-0.64569, 0.93066, -2.08578], [0.47123, -1.17062, -0.65348], [1.71675, 1.97676, -0.71318], [-3.16663, 0.22136, 0.53732], [1.40575, -0.23497, -3.85442], [-0.02818, 1.45291, 0.65285], [1.22712, 3.35893, -0.26589], [-3.82385, -0.45581, 1.94642]],
  "atomic_forces_ev_per_a": [[0.2729, 0.0555, -0.3700], [0.2507, 0.0289, -0.4906], [-0.1270, -0.1179, -0.2547], [-0.2445, -0.0149, 0.2523], [-0.2839, -0.4224, -0.4401], [2.8120, 1.6594, 1.4791], [-0.1306, -0.3784, 0.0153], [-0.1652, -0.0370, -0.2198], [-0.6075, 0.0949, 0.6863], [0.3419, -0.2079, -0.3068], [-0.2865, 0.2303, 0.4969], [0.2382, -0.0607, 0.1338], [-0.1635, -0.0631, 0.3410], [-0.1474, 0.3863, -0.3924], [0.5275, 0.2133, 0.2806], [-0.0281, 0.2455, -0.0035], [0.4908, 0.0864, -0.2957], [-0.1694, 0.1044, 0.1934], [0.2708, 0.2672, 0.7182], [-0.3689, -0.3209, -0.0077], [0.3648, -0.3257, -0.4141], [-0.2804, -0.0230, 0.7505], [0.2565, 0.8521, -0.0940], [-0.0823, 0.3639, 0.0700], [0.6275, -0.0031, 0.9423], [-0.2170, -0.1061, 0.1497], [-0.3460, -0.0549, -0.4138], [-1.5267, -0.1717, -1.6813], [0.3556, 0.2204, 0.0346], [-0.1990, 0.1054, 0.1113], [0.7445, -0.3333, -0.7406], [-0.2562, -0.2251, 0.4880], [-0.0683, 0.1502, -0.0495], [-0.5699, -0.0195, -0.2221], [1.0786, 0.0997, -0.2604], [-0.4147, 0.0650, 0.2014], [0.2334, 0.3727, -0.5585], [-0.4372, 0.9777, 0.4159], [-0.7656, 0.1098, 0.1488], [0.6576, 0.2021, 0.5169], [-0.0342, -0.0113, 0.9875], [0.2835, -0.4970, -0.2589], [-2.5956, -1.5251, -1.6400], [-0.0335, -0.2361, 0.1482], [0.1368, -0.0980, -0.6455], [0.5114, -0.7986, -0.2864], [0.4118, 0.3633, 0.3746], [-0.2323, -0.3858, 0.0842], [-0.0853, -0.8167, 0.0255]],
  "charge": 1,
  "spin_multiplicity": 1,
  "gap_ev": 10.7,
  "e_homo_ev": -13.2,
  "relative_energy_kj_mol": 112.34,
  "lumo_ev": -2.5
}


{
  "formula": "C4H5NOS2",
  "method": "wB97M-V/def2-TZVPD",
  "symbols": ["C", "C", "S", "S", "N", "H", "C", "O", "C", "H", "H", "H", "H"],
  "positions_angstrom": [[-1.00095, -1.03936, 1.20278], [0.44430, 1.13126, 1.51506], [2.05478, 0.47512, -0.82769], [0.03634, 1.22884, 3.14633], [0.39877, -0.06004, -0.66400], [1.54262, 1.02387, -2.34979], [-0.23687, -0.11185, 0.62570], [-0.01671, -0.53110, -3.04463], [-0.31942, -0.44309, -1.89398], [-1.26553, -1.87239, 0.78712], [-1.27256, -0.85167, -1.52697], [1.17576, 1.69401, 0.88994], [-1.54052, -0.64359, 2.14013]],
  "atomic_forces_ev_per_a": [[0.2764, 6.2600, 2.8967], [-2.6809, -2.3675, 1.3304], [-1.8401, 0.8951, -4.2266], [1.1807, 0.4200, -3.0386], [-0.8047, -1.0618, -2.1581], [1.6945, -1.1234, 3.2990], [2.9734, 2.6348, 1.0282], [1.2611, 1.0804, 0.2342], [-0.5544, -1.2865, 3.3318], [-1.5895, -4.7792, -2.4318], [-0.3504, 0.4097, -0.0976], [-0.7897, 0.0334, 1.1257], [1.2236, -1.1149, -1.2932]],
  "spin_multiplicity": 1,
  "smiles": "C=C(C=S)N(S)C=O",
  "gap_ev": 7.5,
  "e_homo_ev": -8.7,
  "relative_energy_kj_mol": 445.12,
  "lumo_ev": -1.2
}